(1)
The following is a DFT calculation (ωB97M-V with the def2-TZVPD basis set) of a cluster of 2 separate species, C27H39FN2O12S in total in a non-equilibrium geometry.

XYZ file:
```
82
Properties=species:S:1:pos:R:3
C -2.02558 1.36045 -4.41909
C -0.61671 1.59390 -4.99109
C 0.28280 0.37887 -4.82612
O 0.20119 -0.13790 -3.50332
C 1.42717 -0.08067 -2.81310
C 1.32071 -0.72708 -1.43529
N 0.69197 -1.96358 -1.54756
C 0.83864 -2.84396 -2.45417
C 2.13653 -3.47449 -2.88439
C -0.38520 -3.42716 -3.10561
O 2.75323 -1.05875 -1.02864
S 3.76920 0.01767 -0.55551
O 3.97965 1.07809 -1.49420
O 4.94415 -0.70396 -0.15688
C 2.97064 0.57291 0.94714
C 3.53329 1.90400 1.43299
O 3.54994 2.94413 0.46148
N 4.03939 4.14673 1.11854
O 3.17123 4.84761 1.41947
C 1.42663 0.30950 0.99613
C 0.73584 1.27134 1.96468
C 1.06220 0.97060 3.41123
O 1.66392 -0.01785 3.76528
C 0.56104 1.98478 4.39951
C 1.37743 2.99432 4.89350
C 0.84779 3.91880 5.77739
C -0.48066 3.85165 6.15995
C -1.28977 2.83478 5.67701
C -0.76741 1.90523 4.79196
C 0.58902 0.14209 -0.29393
C 0.03890 1.47111 -0.86990
C 0.94451 2.66882 -1.15443
O 0.78483 3.68591 -0.16395
O -0.65048 -0.53092 -0.05953
C -0.99825 -1.20454 1.12508
C -2.47466 -0.94878 1.42467
H -2.06475 1.67030 -3.37763
H -2.76384 1.91529 -4.99349
H -2.25775 0.29654 -4.46011
H -0.69025 1.82142 -6.05666
H -0.14625 2.45627 -4.51309
H 1.31325 0.66285 -5.05656
H -0.03207 -0.41095 -5.51380
H 1.81470 0.93911 -2.78112
H 2.18218 -0.65442 -3.36754
H 2.04171 -4.55930 -2.86967
H 2.98848 -3.11599 -2.31703
H 2.31348 -3.20356 -3.93199
H -0.19544 -3.67759 -4.14805
H -1.18850 -2.69603 -3.05855
H -0.72566 -4.30507 -2.55172
H 3.41056 -0.12395 1.66064
H 4.57318 1.70812 1.72375
H 3.03548 2.25476 2.33854
H 1.35947 -0.65936 1.49154
H -0.35105 1.20279 1.88133
H 0.98261 2.31944 1.78539
H 2.41077 3.05820 4.57845
H 1.47617 4.71292 6.15741
H -0.87014 4.60169 6.83439
H -2.33048 2.76117 5.96124
H -1.40310 1.12257 4.39582
H -0.57731 1.22531 -1.73141
H -0.67934 1.81210 -0.12514
H 0.64009 3.09721 -2.11528
H 1.99164 2.40049 -1.28424
H 0.40754 4.46059 -0.58223
H -0.43005 -0.98486 2.02819
H -0.88339 -2.28618 0.96960
H -2.67965 0.11817 1.33459
H -3.12410 -1.52861 0.77575
H -2.65949 -1.24091 2.46093
O -3.51050 -3.61572 -1.52056
C -4.00108 -4.09274 -0.55838
O -3.79590 -5.36180 -0.12614
C -4.44004 -5.51360 1.14117
C -5.48588 -4.42002 1.09291
F -5.73419 -3.89392 2.31581
O -4.86250 -3.44547 0.28082
H -3.72085 -5.33471 1.94173
H -4.85856 -6.51058 1.24411
H -6.43234 -4.71560 0.63700
```

## Properties
* M: 634.68 g mol⁻¹
* SMILES: CCCOC[C@@]1(N=C(C)C)OS(=O)(=O)[C@@H](CON=O)[C@@H](CC(=O)c2ccccc2)[C@]1(CCO)OCC.O=C1OC[C@@H](F)O1
* orbital gap: 8.4450 eV
* energy above the lowest of the compared OMol25 structures with the same formula, charge and spin: 0.0 kJ/mol

Here are the Löwdin charges for atoms 1 to 6, given in e: -0.09, -0.22, -0.21, -0.13, -0.13, -0.29

(2)
The following is a DFT calculation (ωB97M-V with the def2-TZVPD basis set) of the ion C27H39N2 with charge +1 in a non-equilibrium geometry.

XYZ file:
```
68
Properties=species:S:1:pos:R:3
C 2.49647 3.48569 -5.59631
C 1.18874 3.08550 -5.02055
C 0.66499 1.79763 -5.21000
C -0.50779 1.39665 -4.56094
C -1.08203 0.04667 -4.97414
C -1.22920 2.26497 -3.69906
C -2.52690 1.79047 -2.96661
C -2.20747 1.15356 -1.70867
N -1.12711 1.23524 -0.81781
N -1.10853 0.47894 0.21150
C -1.57209 -0.94371 0.37278
C -1.12007 -1.35043 1.79774
C -0.32652 -0.19312 2.38605
C -0.26104 0.92384 1.35025
C -3.77474 2.71502 -3.55001
C -5.15229 1.90737 -3.59264
C -6.28427 2.68437 -2.91336
C -5.51764 1.46855 -5.00759
C -5.70283 2.44924 -6.00862
C -5.51298 3.94248 -5.85018
C -6.11593 2.05869 -7.25262
C -6.40250 0.72838 -7.55743
C -6.88244 0.33586 -8.89987
C -6.26271 -0.23397 -6.53483
C -5.82771 0.12253 -5.27616
C -5.76345 -0.95208 -4.21850
C -0.75378 3.59168 -3.63415
C -1.59724 4.66643 -2.97807
C 0.40859 3.98569 -4.29827
H 2.70991 4.52129 -5.35929
H 3.29095 2.91096 -5.13633
H 2.57984 3.31756 -6.66638
H 1.14115 1.11470 -5.93852
H -0.40807 -0.38863 -5.74313
H -1.19485 -0.66853 -4.12894
H -2.06093 0.15467 -5.49440
H -2.82925 0.85239 -3.47149
H -3.07643 1.93972 -1.59695
H -2.79992 0.20564 -1.52742
H -1.07594 -1.59735 -0.35089
H -2.65051 -1.08812 0.30044
H -0.46760 -2.23919 1.74182
H -1.96588 -1.61530 2.45640
H -0.79107 0.19470 3.29787
H 0.69779 -0.49154 2.61875
H -0.63984 1.88977 1.72942
H 0.75048 1.06911 0.93199
H -3.54781 3.12768 -4.57017
H -3.92569 3.55384 -2.85996
H -4.99225 0.98671 -2.98592
H -7.18363 2.05465 -2.90156
H -5.99009 2.97740 -1.89528
H -6.52490 3.59921 -3.46218
H -5.55500 4.33784 -4.82966
H -4.55513 4.27338 -6.29017
H -6.29480 4.45626 -6.43847
H -6.25940 2.80780 -8.01086
H -7.04422 -0.75158 -8.93948
H -7.84198 0.83381 -9.14317
H -6.17240 0.60884 -9.70663
H -6.53726 -1.23237 -6.76219
H -6.06556 -1.92089 -4.63704
H -4.74685 -1.09313 -3.81003
H -6.43855 -0.74451 -3.36891
H -0.99639 5.59804 -2.94065
H -2.46276 4.93582 -3.62980
H -1.97067 4.40847 -1.96086
H 0.66020 5.05079 -4.30609
```

## Properties
* M: 391.62 g mol⁻¹
* charge: +1
* SMILES: Cc1cc(C)c([C@@H](CN=[N+]2CCCC2)C[C@@H](C)c2c(C)cc(C)cc2C)c(C)c1
* orbital gap: 5.8441 eV
* energy above the lowest of the compared OMol25 structures with the same formula, charge and spin: 208.7 kJ/mol

Here are the natural (NBO) charges for atoms 1 to 6, given in e: -0.63, 0.02, -0.21, -0.03, -0.64, 0.04

(3)
The following is a DFT calculation (ωB97M-V with the def2-TZVPD basis set) of a structure of composition C27H39N3OS2SbScSe3Te.

XYZ file:
```
78
Properties=species:S:1:pos:R:3
Sc 1.14214 -2.10391 -0.26751
Se 0.20981 -3.46440 1.95382
Se -0.60831 -5.16959 0.54097
Te 0.74087 -4.89143 -1.54276
Se -0.24420 -2.71797 -2.32036
C -0.13548 -0.14449 3.53380
C 1.32219 -0.58259 3.47237
Sb 2.38645 -0.13597 1.68623
C 4.02953 -1.45517 2.04429
C 4.31211 -1.88258 3.49007
C 3.36050 1.68542 2.26862
C 3.84838 1.78568 3.70451
H -0.55280 -0.32433 4.53026
H -0.72996 -0.72071 2.83192
H -0.25114 0.92129 3.32529
H 1.37893 -1.66570 3.59956
H 1.88397 -0.14293 4.29944
H 4.90469 -0.97705 1.60709
H 3.81641 -2.35955 1.46547
H 4.47522 -0.99601 4.11066
H 5.21148 -2.50625 3.53767
H 3.46386 -2.45221 3.88375
H 2.67310 2.50443 2.03779
H 4.20316 1.76166 1.57905
H 3.03605 1.68496 4.43653
H 4.30211 2.76361 3.87575
H 4.60631 1.03731 3.92077
C 3.05977 -1.90897 -1.36128
C 2.94237 -0.91309 -2.48433
C 2.88749 0.45762 -2.19087
C 2.78947 1.42715 -3.17077
C 2.72105 1.07529 -4.51940
C 2.72121 -0.27058 -4.82867
C 2.81984 -1.24867 -3.84681
H 3.94614 -1.71448 -0.76404
H 3.16383 -2.91964 -1.77280
H 2.91663 0.79305 -1.15868
H 2.77164 2.47070 -2.87475
H 2.62709 1.82587 -5.28307
H 2.64598 -0.58751 -5.86000
H 2.80492 -2.29680 -4.13936
C -4.41297 1.48903 0.65418
N -3.35170 0.50452 0.80593
N -2.05965 0.74250 0.38960
C -1.39692 -0.46142 0.31390
O -0.15858 -0.48562 0.06712
C -2.33646 -1.48790 0.62758
C -3.51159 -0.83925 0.91186
C -4.80717 -1.48306 1.23600
C -1.48289 2.03967 0.35206
C -1.81929 3.01416 1.29718
C -1.26902 4.28184 1.21252
C -0.31995 4.55760 0.23622
C 0.04149 3.57754 -0.68129
C -0.55778 2.33185 -0.64948
H -4.15288 2.21360 -0.10940
H -4.60935 2.00987 1.59576
H -5.32374 0.97672 0.33764
H -2.14624 -2.54369 0.65583
H -4.63207 -2.53260 1.44656
H -5.50836 -1.40421 0.40079
H -5.27382 -1.01649 2.10268
H -2.49976 2.77187 2.11307
H -1.54285 5.04865 1.93291
H 0.13289 5.53992 0.19449
H 0.78222 3.79311 -1.44761
H -0.31907 1.60324 -1.40430
S -0.84452 0.32893 -3.67094
C -2.39244 -0.17583 -3.50428
N -2.87366 -1.37793 -3.85045
C -4.19729 -1.73539 -3.38233
C -4.95427 -0.42644 -3.31152
S -3.69777 0.77265 -2.78392
H -2.20806 -2.09952 -4.08676
H -4.14100 -2.19731 -2.39297
H -4.66208 -2.43036 -4.08500
H -5.77261 -0.43204 -2.59297
H -5.32357 -0.10967 -4.28092
```

## Properties
* M: 1016.96 g mol⁻¹
* orbital gap: 7.0913 eV
* energy above the lowest of the compared OMol25 structures with the same formula, charge and spin: 28.5 kJ/mol

Here are the Löwdin charges for atoms 1 to 6, given in e: 0.14, 0.04, -0.16, 0.42, 0.05, -0.18

Number 1: energy -69728.01210 eV. Number 2: energy -31601.42521 eV. Number 3: energy -287392.90524 eV.